{"formula": "C30H61IO10", "method": "wB97M-V/def2-TZVPD", "symbols": ["C", "C", "C", "C", "C", "C", "C", "C", "O", "C", "C", "O", "C", "C", "I", "C", "C", "H", "H", "H", "H", "H", "H", "H", "H", "H", "H", "H", "H", "H", "H", "H", "H", "H", "H", "H", "H", "H", "H", "H", "H", "H", "H", "H", "H", "H", "O", "C", "O", "C", "C", "C", "H", "H", "H", "H", "H", "H", "H", "H", "O", "C", "O", "C", "C", "C", "H", "H", "H", "H", "H", "H", "H", "H", "O", "C", "O", "C", "C", "C", "H", "H", "H", "H", "H", "H", "H", "H", "O", "C", "O", "C", "C", "C", "H", "H", "H", "H", "H", "H", "H", "H"], "positions_angstrom": [[-0.87028, 0.66565, 2.28915], [-2.31120, 0.02071, 1.85081], [-2.35411, -1.61478, 1.77645], [-1.15458, -2.38542, 2.58489], [-0.02131, -2.81253, 1.48123], [1.08410, -3.90308, 1.99252], [2.22247, -3.34986, 3.01669], [3.12015, -2.08395, 2.49870], [2.25031, -0.87032, 2.65229], [2.65220, -0.21825, 3.90807], [3.79013, -2.24196, 1.01670], [5.10906, -2.95827, 1.01905], [6.15327, -2.15243, 1.66265], [3.86229, -0.81513, 0.14611], [5.15401, -1.02478, -1.66680], [2.37391, -0.41511, -0.50740], [2.56478, 0.77325, -1.66824], [-0.01381, 0.12061, 1.70357], [-0.72595, 0.43931, 3.44600], [-0.75668, 1.81940, 2.04789], [-2.54114, 0.43537, 0.75541], [-3.15059, 0.48125, 2.53898], [-3.38664, -2.01079, 2.16660], [-2.29058, -1.93948, 0.62982], [-1.62943, -3.40434, 2.98706], [-0.74932, -1.82857, 3.53053], [0.51005, -1.86868, 0.98106], [-0.61217, -3.32970, 0.58235], [0.47643, -4.74677, 2.57915], [1.63428, -4.49031, 1.11447], [2.98148, -4.21183, 3.34234], [1.69279, -3.02375, 4.03501], [3.95632, -1.92850, 3.33818], [2.65390, -0.96274, 4.83065], [3.71230, 0.30388, 3.77175], [1.90874, 0.66134, 4.21092], [3.09602, -2.93987, 0.33955], [6.81030, -2.82467, 2.36306], [5.76399, -1.22611, 2.27226], [6.84564, -1.70343, 0.80449], [4.26937, -0.00055, 0.88267], [1.64247, 0.04992, 0.28672], [1.84063, -1.34981, -0.96921], [1.57463, 1.43565, -1.59226], [3.44845, 1.51360, -1.41277], [2.61085, 0.33395, -2.75290], [-5.60759, 0.51670, 4.13757], [-5.01685, 0.13464, 5.14343], [-3.82292, -0.49258, 5.04029], [-2.96409, -0.80413, 6.15298], [-3.35578, -2.12509, 6.78454], [-5.64922, 0.26844, 6.49885], [-2.93978, 0.01793, 6.87480], [-1.95036, -0.88774, 5.74701], [-4.37046, -2.09208, 7.19046], [-2.66754, -2.38491, 7.59381], [-3.33997, -2.92545, 6.03752], [-6.31850, -0.57751, 6.66822], [-6.22734, 1.19688, 6.52001], [-4.93109, 0.33995, 7.31350], [-3.27680, -1.78768, -1.53194], [-2.55252, -2.51032, -2.21010], [-1.21114, -2.33672, -2.20289], [-0.26619, -3.24220, -2.80279], [-0.07816, -2.93033, -4.27405], [-3.14443, -3.53618, -3.13327], [-0.55058, -4.28384, -2.62524], [0.68375, -3.08877, -2.27978], [-1.00875, -3.05540, -4.83423], [0.68067, -3.58417, -4.71312], [0.23356, -1.88920, -4.40724], [-3.41450, -3.05738, -4.07670], [-4.04444, -3.94440, -2.66422], [-2.49045, -4.38496, -3.32392], [0.10554, 0.06344, -6.42392], [-0.33584, 0.93626, -5.68226], [-1.28792, 0.64152, -4.76782], [-1.72964, 1.53610, -3.72987], [-2.81664, 2.46092, -4.24011], [0.10001, 2.36476, -5.83834], [-0.88639, 2.07792, -3.29082], [-2.13976, 0.90651, -2.93308], [-2.45447, 3.09930, -5.05051], [-3.18794, 3.10107, -3.43484], [-3.65314, 1.88126, -4.64399], [-0.49706, 2.83930, -6.61974], [1.15364, 2.37412, -6.13236], [0.03629, 2.94625, -4.92058], [0.08686, 3.98794, -2.70690], [0.71941, 4.93038, -3.17421], [1.93105, 5.25926, -2.67095], [2.83204, 6.21211, -3.26510], [2.50517, 7.62071, -2.81101], [0.12219, 5.79555, -4.24649], [2.84845, 6.11316, -4.35476], [3.83592, 5.94720, -2.91654], [1.50211, 7.92226, -3.12467], [3.22517, 8.33491, -3.22045], [2.52735, 7.68480, -1.71819], [-0.51195, 6.55467, -3.78404], [-0.48717, 5.16436, -4.89990], [0.86062, 6.27230, -4.88828]], "forces_ev_per_angstrom": [[0.07, -0.73, 0.08], [-0.18, 1.19, -0.93], [-0.04, 0.00, -0.18], [-0.48, -1.19, -0.58], [0.27, -0.21, -0.83], [-0.03, -0.82, 0.53], [0.28, -0.23, 0.59], [0.06, -0.14, 1.63], [1.82, -0.45, 1.32], [-0.10, 1.23, 0.72], [-0.61, -0.38, -2.00], [-1.31, 2.28, 1.61], [1.30, 0.72, -0.38], [-1.77, -0.36, 1.18], [-0.23, -0.24, 1.30], [0.50, 1.11, -0.16], [-1.59, 0.47, 0.66], [-1.55, 1.02, 1.26], [-0.05, 0.75, -2.40], [-0.53, -2.40, 0.68], [0.40, -0.98, 2.32], [1.67, -1.20, -1.28], [1.93, 0.94, -0.67], [-0.12, 0.78, 2.61], [1.10, 2.06, -0.79], [-0.61, -0.84, -1.99], [-1.17, -2.00, 1.31], [1.19, 1.06, 1.96], [1.32, 1.75, -1.20], [-1.30, 1.48, 1.63], [-1.69, 1.68, -0.94], [1.16, -0.46, -2.23], [-1.39, -0.64, -2.19], [0.14, 1.36, -1.98], [-2.02, -1.28, 0.40], [1.33, -2.02, -1.07], [1.57, 1.38, 1.66], [-1.41, 1.20, -1.35], [0.51, -1.93, -1.08], [-1.37, -0.99, 1.85], [-0.69, -1.23, -1.88], [1.72, -1.13, -1.26], [1.23, 1.66, 0.85], [2.08, -1.38, -0.34], [-1.69, -1.76, -0.65], [0.20, 0.95, 2.20], [1.43, -0.81, 1.62], [-0.99, 0.36, -1.38], [0.08, 0.32, -0.39], [-0.11, -0.15, 0.09], [-0.20, -0.14, 0.02], [0.05, 0.60, 0.40], [-0.14, -0.07, -0.07], [-0.29, 0.12, -0.20], [0.13, 0.05, 0.05], [-0.05, 0.03, -0.09], [0.11, 0.15, 0.07], [0.07, 0.07, -0.01], [-0.06, -0.30, -0.16], [-0.01, -0.24, 0.02], [1.57, -1.00, -1.03], [-0.87, 1.00, 0.53], [-0.25, 0.18, 0.64], [0.04, -0.06, -0.35], [-0.10, 0.14, -0.11], [-0.18, -0.67, 0.24], [-0.11, 0.12, -0.01], [-0.30, 0.14, 0.12], [0.12, -0.05, 0.05], [-0.06, 0.06, 0.07], [-0.02, -0.19, 0.02], [0.06, -0.04, 0.08], [0.05, 0.31, -0.13], [0.09, 0.14, -0.19], [-0.90, 1.12, 1.42], [0.18, -1.00, -0.86], [0.47, -0.61, -0.38], [-0.03, 0.32, 0.25], [-0.06, 0.05, -0.20], [0.60, 0.33, 0.34], [-0.17, -0.07, -0.24], [0.15, -0.16, -0.30], [0.03, 0.04, 0.12], [0.08, -0.10, -0.07], [0.09, 0.03, 0.14], [0.03, -0.06, 0.04], [-0.25, -0.11, -0.20], [-0.26, -0.07, -0.02], [1.42, 1.53, -0.51], [-0.71, -0.80, 0.74], [-0.17, -0.66, 0.03], [-0.02, 0.26, -0.01], [-0.20, 0.12, 0.08], [0.06, -0.17, -0.68], [-0.14, 0.00, 0.12], [-0.32, -0.21, 0.05], [0.13, 0.00, -0.07], [-0.06, -0.10, 0.04], [0.10, -0.05, -0.17], [0.06, -0.07, -0.03], [-0.08, 0.13, 0.31], [0.00, 0.17, 0.16]], "spin_multiplicity": 1, "homo_energy_ev": -8.93, "smiles": "CCCCCCC[C@H](OC)[C@H](OC)[C@@H](I)CC.CCOC(C)=O.CCOC(C)=O.CCOC(C)=O.CCOC(C)=O", "homo_lumo_gap_ev": 9.38, "lumo_ev": 0.459}

{"formula": "C30H62Cl16NO4Si", "method": "wB97M-V/def2-TZVPD", "symbols": ["C", "Si", "C", "C", "O", "C", "C", "C", "C", "C", "C", "C", "O", "C", "O", "C", "O", "C", "C", "N", "H", "H", "H", "H", "H", "H", "H", "H", "H", "H", "H", "H", "H", "H", "H", "H", "H", "H", "H", "H", "H", "H", "H", "H", "H", "H", "H", "H", "H", "H", "Cl", "C", "C", "Cl", "H", "H", "H", "H", "Cl", "C", "C", "Cl", "H", "H", "H", "H", "Cl", "C", "C", "Cl", "H", "H", "H", "H", "Cl", "C", "C", "Cl", "H", "H", "H", "H", "Cl", "C", "C", "Cl", "H", "H", "H", "H", "Cl", "C", "C", "Cl", "H", "H", "H", "H", "Cl", "C", "C", "Cl", "H", "H", "H", "H", "Cl", "C", "C", "Cl", "H", "H", "H", "H"], "positions_angstrom": [[-3.98913, -1.95214, 2.78962], [-3.06306, -1.14541, 1.40051], [-1.24163, -1.66661, 1.51290], [-3.76005, -1.79906, -0.20737], [-3.11389, 0.53407, 1.55327], [-3.64208, 1.39147, 0.53475], [-2.64260, 1.65513, -0.59747], [-1.34210, 2.36030, -0.13605], [-1.52526, 3.29561, 1.07829], [-0.37463, 4.29033, 1.36924], [-0.25338, 4.48895, 2.89995], [0.30234, 3.22132, 3.59055], [-0.42709, 2.88580, 4.78866], [-0.92690, 1.61707, 4.73825], [-0.39106, 0.69304, 5.19911], [-0.75492, 3.17347, -1.31355], [-0.74112, 2.33606, -2.46453], [0.27376, 1.35771, -2.33709], [0.27425, 0.57678, -0.99784], [-0.28030, 1.34295, 0.18787], [-3.88232, -3.04754, 2.71917], [-3.61670, -1.63690, 3.77733], [-5.06768, -1.73749, 2.74966], [-1.13162, -2.51621, 2.20415], [-0.90530, -1.94465, 0.50736], [-0.61597, -0.84072, 1.87742], [-3.21458, -1.51780, -1.11664], [-3.70144, -2.89936, -0.12879], [-4.82999, -1.55680, -0.29332], [-3.89785, 2.33750, 1.03806], [-4.59440, 1.02748, 0.10946], [-3.12133, 2.29175, -1.36097], [-2.37110, 0.72853, -1.12396], [-2.45611, 3.85829, 0.91111], [-1.71322, 2.67060, 1.96720], [-0.61799, 5.25845, 0.90344], [0.60046, 3.92383, 1.00437], [0.43084, 5.31505, 3.13281], [-1.23235, 4.76609, 3.32721], [0.19909, 2.37337, 2.88640], [1.37680, 3.32004, 3.78701], [-1.90512, 1.51475, 4.23580], [-1.35335, 4.07139, -1.50364], [0.30000, 3.44231, -1.11293], [0.09098, 0.62808, -3.14032], [1.26481, 1.79691, -2.55262], [1.32505, 0.35505, -0.74847], [-0.21928, -0.40382, -1.06163], [0.48857, 1.76288, 0.71822], [-0.70893, 0.66198, 0.82849], [0.53214, -2.68935, -6.53523], [-0.30809, -1.12887, -6.42874], [0.63667, 0.03493, -6.56651], [1.74881, 0.18880, -5.17260], [-0.84680, -1.09967, -5.48372], [-1.03382, -1.09932, -7.24087], [0.07329, 0.96504, -6.62181], [1.24766, -0.05665, -7.46035], [0.64343, -5.30594, 2.39392], [2.02843, -5.24700, 1.27282], [2.75748, -3.93133, 1.33668], [1.76188, -2.58388, 0.70536], [1.65026, -5.44813, 0.27424], [2.70682, -6.04967, 1.55647], [3.65776, -3.97836, 0.72694], [3.03755, -3.67804, 2.35570], [3.30782, 5.47126, 3.24705], [4.76933, 4.48329, 2.99914], [4.84131, 3.95837, 1.59024], [3.55340, 2.74632, 1.25393], [4.75699, 3.67629, 3.72748], [5.63046, 5.11855, 3.19771], [5.79410, 3.45910, 1.42859], [4.73773, 4.75799, 0.86837], [0.86868, -5.82573, -3.89503], [0.28388, -6.49726, -5.44328], [1.39778, -7.10685, -6.25351], [2.53397, -5.87171, -6.85282], [-0.20506, -5.69340, -5.98746], [-0.45653, -7.25818, -5.19997], [0.98031, -7.60717, -7.12644], [1.96499, -7.83196, -5.67530], [-3.88871, -3.74642, 6.33812], [-2.38013, -4.69373, 6.27354], [-1.76550, -4.67913, 4.89833], [-2.75222, -5.57622, 3.71155], [-2.60531, -5.70655, 6.59727], [-1.68959, -4.24417, 6.98511], [-0.78806, -5.15782, 4.92564], [-1.64550, -3.66145, 4.53201], [-2.14866, -4.54991, -7.08791], [-2.75068, -5.15933, -8.65611], [-1.66005, -5.83018, -9.44951], [-0.42239, -4.67195, -9.99481], [-3.17704, -4.31840, -9.19649], [-3.54465, -5.87302, -8.44233], [-2.08690, -6.29005, -10.33916], [-1.16087, -6.59943, -8.86489], [-2.69089, 5.63349, 6.49825], [-1.46569, 4.62011, 7.30994], [-1.45632, 4.81654, 8.80336], [-0.86909, 6.43461, 9.26128], [-0.49995, 4.85329, 6.87048], [-1.70970, 3.58608, 7.07678], [-0.78441, 4.09128, 9.25935], [-2.44907, 4.68843, 9.22736], [6.91307, 5.99037, -0.07357], [6.17591, 5.39802, -1.58881], [7.14248, 4.57948, -2.40670], [8.46663, 5.56928, -3.06082], [5.81939, 6.26285, -2.14214], [5.31904, 4.78176, -1.31478], [6.61866, 4.14179, -3.25520], [7.58247, 3.77908, -1.81656]], "forces_ev_per_angstrom": [[-0.26, 0.05, 0.23], [0.19, -0.67, 0.38], [-0.63, 0.47, -0.16], [-0.16, -0.08, 0.07], [0.06, -0.02, -0.82], [-0.19, 0.24, 0.17], [0.11, 0.06, 0.27], [-0.04, 1.58, -0.45], [-0.07, -0.30, 0.00], [-0.28, -0.09, 0.66], [0.20, 0.10, 0.22], [-0.44, 0.11, -0.75], [0.30, 0.27, -0.28], [-1.23, 1.39, -0.83], [1.27, -2.03, 1.11], [0.32, -0.82, -0.15], [-0.01, 0.15, 0.28], [-0.19, -0.34, -0.46], [0.83, -0.24, -0.07], [-0.23, -0.81, 0.10], [0.05, 0.32, 0.05], [-0.12, -0.12, -0.27], [0.27, 0.01, 0.05], [0.16, 0.25, -0.37], [0.12, -0.18, 0.30], [0.09, -0.33, 0.21], [-0.23, 0.04, 0.13], [0.02, 0.34, -0.01], [0.31, 0.00, -0.20], [0.07, -0.31, -0.22], [0.43, -0.17, 0.16], [0.17, -0.18, 0.32], [-0.24, 0.15, 0.16], [0.32, -0.12, 0.04], [-0.04, 0.14, -0.27], [0.42, -0.38, -0.01], [-0.23, 0.28, -0.04], [-0.25, -0.08, -0.21], [0.32, -0.26, -0.10], [0.12, 0.12, 0.21], [-0.32, -0.02, 0.27], [-0.03, 0.36, -0.09], [0.12, -0.29, -0.07], [-0.43, 0.31, 0.15], [0.15, 0.27, 0.36], [-0.32, 0.01, 0.34], [-0.42, -0.02, -0.02], [-0.18, 0.59, 0.03], [-0.09, 0.26, -0.20], [0.03, 0.02, 0.00], [0.26, 0.07, 0.11], [-0.09, -0.09, -0.01], [-0.07, 0.15, -0.14], [0.07, -0.08, -0.11], [0.03, 0.00, 0.01], [0.02, 0.02, -0.02], [-0.01, -0.01, 0.04], [0.05, -0.04, 0.04], [-0.03, 0.03, -0.05], [0.01, -0.06, -0.03], [0.18, -0.03, 0.02], [0.17, -0.02, -0.01], [-0.03, 0.03, -0.01], [0.01, 0.03, 0.04], [-0.04, 0.00, -0.05], [-0.07, 0.03, 0.01], [-0.04, 0.04, 0.05], [0.01, -0.11, 0.02], [0.08, -0.01, 0.08], [-0.05, -0.04, -0.01], [-0.05, 0.00, 0.00], [-0.01, 0.04, -0.09], [-0.04, -0.06, -0.01], [-0.11, 0.02, -0.01], [0.00, 0.03, 0.03], [-0.06, -0.02, -0.04], [0.01, -0.05, -0.01], [0.01, 0.01, 0.00], [0.13, -0.05, 0.08], [0.03, -0.02, 0.02], [-0.02, 0.03, 0.00], [0.03, 0.04, 0.02], [-0.01, 0.00, 0.00], [0.05, 0.00, 0.07], [0.08, 0.01, -0.01], [0.01, 0.04, -0.03], [-0.06, 0.01, -0.04], [0.00, 0.03, -0.03], [-0.02, -0.03, 0.03], [-0.05, 0.00, -0.01], [-0.33, 0.04, -0.15], [-0.15, -0.07, -0.01], [0.01, -0.03, -0.06], [0.02, 0.00, 0.03], [0.07, 0.04, 0.01], [0.04, -0.03, 0.03], [-0.02, 0.03, 0.00], [0.01, 0.03, 0.02], [0.02, 0.00, -0.05], [0.04, -0.10, -0.02], [-0.02, -0.02, 0.05], [-0.01, 0.01, 0.00], [-0.01, 0.04, 0.01], [-0.01, 0.00, 0.05], [0.02, 0.00, -0.03], [-0.01, 0.05, -0.02], [0.06, 0.07, -0.06], [-0.07, -0.02, -0.03], [0.02, -0.05, -0.05], [0.01, 0.00, 0.02], [0.06, 0.03, 0.02], [0.03, -0.03, 0.01], [-0.02, 0.03, 0.00], [0.02, 0.03, 0.02]], "spin_multiplicity": 1, "charge": 1, "homo_energy_ev": -12.08, "homo_lumo_gap_ev": 9.94, "lumo_ev": -2.141}

- Which formula does entry 2 have?
  C30H62Cl16NO4Si